1.
Density functional theory data (wB97M-V/def2-TZVPD) for a 8-piece molecular cluster, C60H90F3N8O8 overall at a distorted geometry.

Geometry as XYZ:
```
169
Properties=species:S:1:pos:R:3:lowdin_charge:R:1
C -4.6676 -2.2481 -0.2267 0.08
N -5.1286 -3.2494 -1.2934 -0.04
C -6.3697 -3.0989 -1.8436 0.01
C -6.8126 -3.9326 -2.8181 0.04
C -6.0392 -5.0283 -3.1571 -0.12
C -4.8908 -5.2925 -2.4960 0.01
C -4.4362 -4.3646 -1.6158 0.01
C -6.5254 -6.0581 -4.1760 -0.07
C -7.9026 -6.3916 -4.2907 0.06
C -8.2410 -7.3798 -5.1570 0.02
N -7.2857 -8.0929 -5.8492 -0.08
C -5.9999 -7.9329 -5.6245 0.04
C -5.6110 -6.8110 -4.8757 0.05
C -7.7912 -9.0937 -6.8376 0.05
H -5.1086 -1.3260 -0.5964 0.09
H -3.5754 -2.1925 -0.2476 0.08
H -5.1486 -2.5474 0.6919 0.11
H -6.7783 -2.1770 -1.5859 0.12
H -7.7628 -3.6646 -3.2179 0.13
H -4.2631 -6.1717 -2.6698 0.15
H -3.4934 -4.3797 -1.1195 0.15
H -8.6368 -5.9621 -3.6805 0.12
H -9.2492 -7.7932 -5.2146 0.16
H -5.3618 -8.6090 -6.1495 0.15
H -4.5563 -6.6053 -4.7319 0.11
H -8.4034 -8.5680 -7.5599 0.11
H -8.3511 -9.9158 -6.3359 0.13
H -6.9492 -9.4460 -7.3768 0.09
C 13.2185 2.9316 4.5133 0.05
N 11.9071 3.3540 3.9853 -0.08
C 11.6615 4.6607 3.8572 0.01
C 10.4860 5.1505 3.3289 0.06
C 9.4622 4.2229 3.0754 -0.10
C 9.8133 2.8734 3.1492 0.05
C 11.0391 2.4209 3.5857 0.03
C 8.1295 4.7662 2.5845 -0.13
C 7.9655 5.7266 1.5825 0.05
C 6.7024 6.0590 1.1914 0.01
N 5.6447 5.4498 1.7267 -0.05
C 5.7803 4.6004 2.7560 0.02
C 7.0398 4.2136 3.2034 0.06
C 4.2475 5.5392 1.1387 0.07
H 13.0657 2.7094 5.5954 0.14
H 13.9826 3.6289 4.3606 0.09
H 13.5517 2.0421 4.0401 0.10
H 12.4710 5.3518 4.1826 0.17
H 10.3847 6.2310 3.3531 0.15
H 9.1649 2.0611 2.7829 0.15
H 11.4196 1.4354 3.7242 0.15
H 8.8698 6.0816 1.1454 0.13
H 6.4765 6.7973 0.4314 0.15
H 4.9095 4.1136 3.1622 0.09
H 7.1218 3.5079 4.0175 0.14
H 3.5580 5.6288 1.9595 0.10
H 4.0436 4.6701 0.5034 0.10
H 4.3212 6.4379 0.5197 0.10
C -0.0417 -0.5751 -4.5809 0.02
N 0.5678 -1.8145 -4.9805 -0.07
C 0.6140 -2.8571 -4.1314 0.01
C 1.2547 -4.0395 -4.5758 0.06
C 1.8687 -4.1698 -5.8486 -0.12
C 1.8082 -3.0063 -6.6723 0.02
C 1.1715 -1.8878 -6.2596 0.04
C 2.4220 -5.4195 -6.3473 -0.15
C 1.6605 -6.6268 -6.2485 0.08
C 2.2217 -7.7669 -6.7396 0.01
N 3.4611 -7.7959 -7.3200 -0.08
C 4.0778 -6.6741 -7.5509 0.00
C 3.5798 -5.4853 -7.0113 0.03
C 4.0335 -9.0929 -7.7498 0.06
H -0.2007 0.1125 -5.4161 0.11
H 0.4865 -0.1587 -3.7403 0.10
H -1.0602 -0.9137 -4.2349 0.12
H 0.1888 -2.7201 -3.1280 0.12
H 1.3651 -4.7409 -3.6889 0.16
H 2.3640 -3.0046 -7.5851 0.12
H 1.0437 -0.9961 -6.8572 0.14
H 0.7245 -6.6894 -5.7008 0.14
H 1.7557 -8.7482 -6.5147 0.16
H 5.0320 -6.6609 -8.0188 0.15
H 4.3463 -4.6716 -7.2462 0.17
H 4.2967 -8.9244 -8.8371 0.14
H 3.2654 -9.8813 -7.5618 0.12
H 4.9009 -9.3209 -7.2071 0.09
C 2.1020 4.4382 9.8558 -0.12
C 2.6449 3.1297 9.3706 -0.30
C 1.7961 2.5184 8.2384 -0.17
C 2.5817 1.3486 7.6216 -0.12
N 2.0821 0.9108 6.2822 -0.28
C 0.8203 0.0736 6.5742 -0.09
C 1.1753 -1.3595 6.2960 -0.13
C 2.1311 -1.1849 5.1006 -0.14
C 3.0048 -0.0330 5.5397 -0.09
C 1.7981 1.9714 5.3430 -0.03
H 1.0617 4.3120 10.2704 0.10
H 2.1920 5.2827 9.1622 0.08
H 2.7044 4.5558 10.7839 0.09
H 2.7466 2.4723 10.1910 0.10
H 3.6826 3.3757 9.1081 0.12
H 1.7471 3.3082 7.4629 0.12
H 0.8170 2.3096 8.6886 0.13
H 2.5346 0.4827 8.2175 0.12
H 3.6420 1.7208 7.4859 0.16
H 0.0070 0.4260 5.8350 0.16
H 0.4782 0.3765 7.5512 0.12
H 0.3058 -2.0030 6.1680 0.13
H 1.8120 -1.6870 7.1142 0.12
H 1.6804 -0.9997 4.1350 0.11
H 2.6445 -2.1119 5.0442 0.11
H 3.5779 0.4826 4.7953 0.11
H 3.6630 -0.4193 6.4113 0.16
H 0.8167 2.3554 5.5978 0.10
H 1.6586 1.4900 4.3834 0.09
H 2.6297 2.7079 5.1968 0.12
C -5.4555 1.7507 1.2393 -0.09
C -6.4304 2.3543 0.2292 -0.24
C -6.4125 3.8855 0.4167 -0.18
C -7.2220 4.5454 -0.7180 -0.15
N -7.3491 5.9958 -0.7015 -0.30
C -8.1500 6.5225 -1.8526 -0.07
C -7.7277 8.0199 -1.8456 -0.13
C -6.3162 8.0573 -1.2503 -0.13
C -6.0420 6.6470 -0.8198 -0.12
C -8.1254 6.4709 0.5436 0.05
H -5.6119 2.1402 2.2176 0.08
H -4.4613 1.9603 0.9405 0.07
H -5.5344 0.7113 1.1774 0.04
H -7.3936 1.8979 0.4597 0.12
H -6.0292 2.1795 -0.7711 0.11
H -5.3843 4.1108 0.2956 0.10
H -6.7734 4.0956 1.4423 0.13
H -8.2356 4.0632 -0.7779 0.16
H -6.7925 4.2587 -1.7074 0.15
H -9.1903 6.3167 -1.7485 0.14
H -7.7574 6.1572 -2.7850 0.14
H -8.3872 8.7154 -1.3274 0.12
H -7.8185 8.4681 -2.8405 0.13
H -6.3504 8.7062 -0.3759 0.12
H -5.4996 8.3910 -1.8633 0.12
H -5.5431 6.4726 0.1485 0.15
H -5.5496 6.0659 -1.6486 0.16
H -7.6637 6.2514 1.4956 0.10
H -9.1256 6.0488 0.5990 0.12
H -8.1928 7.5626 0.6218 0.11
C -0.2866 -1.4724 -0.9369 -0.50
O 0.7870 -2.2018 -0.1648 -0.11
O -1.0211 -2.2703 -1.6175 -0.15
C -1.1206 -0.6679 0.1223 -0.57
F -1.8265 -1.3928 1.0243 0.12
F -0.3470 0.2025 0.8377 0.09
F -1.9934 0.0906 -0.4892 0.15
C 1.8887 -1.3383 0.2630 -0.27
C 3.1383 -2.2082 0.2359 -0.06
H 3.5160 -2.4076 1.2260 0.06
H 2.7443 -3.2029 -0.0192 0.08
H 3.9888 -1.7948 -0.3236 0.08
H 1.5245 -1.0044 1.2464 0.09
H 2.0337 -0.4508 -0.3945 0.12
H 0.1238 -0.6472 -1.5118 0.12
O -3.1234 -2.6753 -3.4464 0.01
C -2.7808 -3.7735 -4.2944 -0.76
O -1.6036 -3.9568 -4.5561 0.01
O -3.7551 -4.4576 -4.6390 -0.02
H -2.3909 -2.2695 -2.9691 0.03
O 4.6025 2.3967 1.1673 -0.05
C 3.8990 2.0722 2.1894 -0.73
O 2.9228 1.1506 2.1405 0.08
O 4.0694 2.5016 3.3918 -0.11
H 2.6906 0.9006 1.2531 0.07
```

Results
- Total charge: +5
- Energy: -100087.5953 eV



2.
Density functional theory data (wB97M-V/def2-TZVPD) for a single C22H26N4O6S molecule at a distorted geometry.

Geometry as XYZ:
```
59
Properties=species:S:1:pos:R:3:lowdin_charge:R:1
C -3.4483 -2.8400 0.3224 -0.06
H -3.4611 -3.7136 -0.3328 0.09
O -3.9858 -1.7028 -0.3239 -0.07
C -3.2168 -0.9961 -1.1991 -0.21
C -3.6105 0.3231 -1.4024 0.00
C -2.9066 1.1740 -2.2309 -0.04
C -1.7534 0.7277 -2.8581 -0.24
C -1.3688 -0.5956 -2.6849 0.02
C -2.1001 -1.4852 -1.9054 -0.21
O -1.8199 -2.8168 -1.8220 -0.10
C -0.5807 -3.2797 -2.2983 -0.08
H 0.2433 -2.7664 -1.7963 0.08
H -0.5516 -4.3382 -2.0444 0.10
H -0.4968 -3.1676 -3.3851 0.09
H -0.4824 -0.9452 -3.1909 0.11
C -0.9111 1.6570 -3.6919 -0.13
H -1.4890 2.0365 -4.5374 0.12
H -0.0532 1.1100 -4.0880 0.11
C -0.4112 2.8532 -2.8697 -0.16
N 0.0885 2.4197 -1.5836 0.08
C -0.4633 2.8415 -0.4272 -0.47
O -1.2334 3.7743 -0.3483 0.08
C -0.0294 2.0127 0.7807 -0.21
C -0.2278 2.7528 2.1018 -0.14
C 0.1235 1.8268 3.2649 -0.16
C -0.7388 0.5650 3.2056 -0.18
N -0.6506 -0.0913 1.9238 -0.21
S 0.3659 -1.3656 1.7447 0.67
O 0.0557 -2.0072 0.5046 -0.26
O 0.3258 -2.1284 2.9561 -0.27
C 2.0597 -0.7596 1.5947 -0.18
C 2.9088 -0.8519 2.6559 -0.03
C 4.2776 -0.4887 2.5723 -0.04
C 4.8360 -0.0483 1.4088 0.01
C 3.9881 0.0592 0.2887 -0.21
N 4.2089 0.4642 -0.9471 0.15
O 3.0480 0.3860 -1.5792 -0.03
N 2.0504 -0.0583 -0.8074 0.14
C 2.5834 -0.2881 0.3781 -0.21
H 5.8777 0.2110 1.3201 0.12
H 4.8856 -0.5862 3.4583 0.11
H 2.5129 -1.2399 3.5818 0.12
C -0.8940 0.7423 0.7763 -0.14
H -0.7005 0.1308 -0.1053 0.10
H -1.9506 1.0311 0.7739 0.15
H -0.4382 -0.1685 3.9542 0.11
H -1.7883 0.8303 3.3727 0.14
H -0.0445 2.3327 4.2161 0.12
H 1.1809 1.5521 3.2085 0.11
H 0.3975 3.6470 2.1224 0.12
H -1.2680 3.0736 2.1721 0.12
H 1.0250 1.7442 0.6750 0.13
H 0.6356 1.5707 -1.5828 0.10
H -1.2193 3.5577 -2.6632 0.11
H 0.3791 3.3777 -3.4177 0.12
H -3.2434 2.1898 -2.3647 0.12
H -4.4900 0.6651 -0.8796 0.12
H -2.4268 -2.6629 0.6668 0.08
H -4.0995 -3.0168 1.1790 0.09
```

Results
- Total charge: 0
- SMILES: COc1ccc(CCNC(=O)[C@H]2CCCN(S(=O)(=O)c3cccc4nonc34)C2)cc1OC
- Energy: -52313.8542 eV



3.
Density functional theory data (wB97M-V/def2-TZVPD) for a single ClFIPS molecule at a distorted geometry.

Geometry as XYZ:
```
5
Properties=species:S:1:pos:R:3:lowdin_charge:R:1
F -1.5764 1.3497 0.2145 -0.48
P 0.0808 1.3825 -0.1682 0.28
S 0.6993 -2.1837 -0.0657 -0.41
Cl 0.1103 0.1346 -1.6154 0.17
I 0.6860 -0.6831 1.6349 0.44
```

Results
- Total charge: 0
- Energy: -43464.2349 eV



4.
Density functional theory data (wB97M-V/def2-TZVPD) for C3H4FIO as an isolated structure at a distorted geometry.

Geometry as XYZ:
```
10
Properties=species:S:1:pos:R:3:lowdin_charge:R:1
C 0.8350 -1.4928 0.2566 -0.40
C -0.5266 0.5205 -0.5465 -0.56
C 0.9565 0.0049 0.5264 -0.21
O 1.5343 -1.9787 -0.5220 0.18
F 2.0263 0.6886 -0.0366 0.00
I -2.4609 -0.0279 0.1977 0.72
H 0.0845 -2.1264 0.8489 0.16
H -0.4972 1.5038 -0.6425 -0.06
H -0.3068 -0.0056 -1.4811 0.03
H 0.7037 0.2310 1.6212 0.14
```

Results
- Expectation value of S²: 2.009
- Multiplicity: 3
- Total charge: 0
- Energy: -16035.1432 eV